P | A molecular structure, H14LiO7. Source: the Open Molecules 2025 dataset; level of theory: the ωB97M-V functional and the def2-TZVPD basis.

Summary:
Net charge   +1
Highest occupied orbital energy   -14.3642 eV
Lowest unoccupied orbital energy   -3.55 eV

CARTESIAN COORDINATES (ANGSTROEM)
1 Li 0.399 -0.251 0.043
2 O 0.900 1.686 -0.628
3 H 1.725 1.997 -0.922
4 H 0.248 2.020 -1.252
5 O 0.971 -0.593 -1.990
6 H 0.591 -1.213 -2.608
7 H 1.088 0.275 -2.408
8 O 0.352 -2.528 0.211
9 H -0.393 -2.792 0.753
10 H 0.477 -3.176 -0.423
11 O -0.387 -0.188 2.073
12 H -1.320 0.025 2.144
13 H -0.162 -0.715 2.810
14 O 2.357 -0.470 0.699
15 H 2.698 0.342 0.382
16 H 2.533 -0.489 1.639
17 O -1.622 0.075 -0.554
18 H -1.540 0.193 -1.518
19 H -2.426 -0.439 -0.414
20 O -1.913 2.191 0.954
21 H -2.812 2.461 0.778
22 H -1.758 1.596 0.227

=====

Q | A molecular structure, H14LiO7. Source: the Open Molecules 2025 dataset; level of theory: the ωB97M-V functional and the def2-TZVPD basis.

Summary:
Net charge   +1
Highest occupied orbital energy   -13.8850 eV
Lowest unoccupied orbital energy   -3.35 eV

CARTESIAN COORDINATES (ANGSTROEM)
1 Li 0.236 0.185 0.147
2 O -0.937 2.015 -0.609
3 H -1.933 1.894 -0.918
4 H -1.203 2.730 -0.032
5 O 1.748 1.519 -1.140
6 H 2.728 1.778 -1.177
7 H 1.213 2.344 -1.224
8 O -1.488 -0.711 0.935
9 H -1.217 -1.440 1.552
10 H -2.165 -0.181 1.410
11 O -0.009 -0.891 -1.943
12 H -0.179 -1.804 -2.095
13 H 0.917 -0.909 -2.084
14 O 0.831 1.560 1.615
15 H 0.984 2.329 1.106
16 H 0.931 1.867 2.521
17 O 1.596 -1.216 0.706
18 H 1.691 -2.133 0.940
19 H 2.505 -0.949 0.794
20 O -2.028 -2.740 -0.548
21 H -2.622 -3.250 0.135
22 H -1.609 -1.997 -0.082

=====

The most stable arrangement is P, and the next structure is 0.431 eV less stable.

=====

P | 2 unconnected molecules or ions with the total composition C3H6N3O4. Source: the Open Molecules 2025 dataset; level of theory: the ωB97M-V functional and the def2-TZVPD basis.

Summary:
Net charge   -1
Highest occupied orbital energy (spin up / spin down)   -4.5350 / -4.5246 eV
Lowest unoccupied orbital energy (spin up / spin down)   3.03 / 3.03 eV

CARTESIAN COORDINATES (ANGSTROEM)
1 C -0.669 2.065 -0.098
2 C -0.232 -0.429 -0.791
3 C 0.296 0.906 -0.195
4 N 1.627 1.205 -0.120
5 N 2.604 0.362 -0.170
6 N -0.302 -1.637 0.064
7 O -1.810 2.000 -0.582
8 O 2.423 -0.853 -0.395
9 O -0.070 3.290 0.345
10 O 3.740 0.830 0.131
11 H 0.407 -0.617 -1.731
12 H -1.197 -0.045 -0.963
13 H -0.157 0.510 1.651
14 H 0.864 3.013 0.379
15 H -0.699 -1.237 1.003
16 H 0.648 -2.057 0.236

=====

Q | A gas-phase ion, C3H6N3O4 (charge -1). Source: the Open Molecules 2025 dataset; level of theory: the ωB97M-V functional and the def2-TZVPD basis.

Summary:
Net charge   -1
Highest occupied orbital energy (spin up / spin down)   -4.5203 / -4.5187 eV
Lowest unoccupied orbital energy (spin up / spin down)   3.76 / 3.76 eV

CARTESIAN COORDINATES (ANGSTROEM)
1 C -0.956 1.390 -0.059
2 C 0.085 -0.953 -0.679
3 C -0.775 -0.155 0.305
4 N -2.166 -0.805 0.438
5 N 2.129 0.577 0.183
6 N 1.823 -0.590 -0.286
7 O -2.095 1.776 -0.244
8 O 3.361 0.908 0.384
9 O 2.419 -1.686 -0.186
10 O 0.109 2.069 -0.194
11 H -0.002 -1.959 -0.467
12 H 0.072 -0.727 -1.696
13 H -0.161 -0.121 1.316
14 H -2.781 -0.282 -0.157
15 H -2.434 -0.734 1.410
16 H 1.372 1.292 -0.066

=====

The most stable arrangement is Q, and the next structure is 1.157 eV less stable.

=====

P | 10 unconnected molecules or ions with the total composition H20O10. Source: the Open Molecules 2025 dataset; level of theory: the ωB97M-V functional and the def2-TZVPD basis.

Summary:
SMILES string   O.O.O.O.O.O.O.O.O.O
Highest occupied orbital energy   -10.0450 eV
Lowest unoccupied orbital energy   -0.25 eV

CARTESIAN COORDINATES (ANGSTROEM)
1 O 1.110 1.209 -2.103
2 H 1.414 2.070 -2.440
3 H 0.555 0.804 -2.809
4 O -0.768 -0.395 -3.187
5 H -0.745 -0.849 -4.057
6 H -0.712 -1.110 -2.571
7 O -0.100 0.072 0.062
8 H -0.145 0.659 0.800
9 H 0.337 0.557 -0.632
10 O -0.849 -2.080 1.971
11 H -1.719 -1.687 2.108
12 H -0.643 -1.889 1.095
13 O -0.667 0.906 2.962
14 H -0.861 1.299 3.854
15 H 0.245 1.219 2.865
16 O -3.006 -0.392 2.724
17 H -2.148 0.039 2.679
18 H -3.504 -0.534 1.921
19 O 2.701 -1.115 -2.550
20 H 2.184 -0.340 -2.435
21 H 2.205 -1.615 -3.181
22 O 2.172 -1.343 0.139
23 H 1.273 -1.062 0.069
24 H 2.346 -1.866 -0.672
25 O -2.481 0.810 -1.046
26 H -1.636 0.382 -0.892
27 H -2.684 0.685 -1.927
28 O 1.954 1.701 2.107
29 H 1.847 2.616 2.288
30 H 2.321 1.244 2.859

=====

Q | 10 unconnected molecules or ions with the total composition H20O10. Source: the Open Molecules 2025 dataset; level of theory: the ωB97M-V functional and the def2-TZVPD basis.

Summary:
SMILES string   O.O.O.O.O.O.O.O.O.O
Highest occupied orbital energy   -10.3684 eV
Lowest unoccupied orbital energy   -0.10 eV

CARTESIAN COORDINATES (ANGSTROEM)
1 H -0.095 0.072 0.147
2 H 1.228 0.478 0.946
3 H -4.099 1.826 -1.284
4 H -3.692 2.136 0.021
5 H -0.777 -0.909 -3.077
6 H -1.256 -1.189 -1.640
7 H 2.840 1.896 1.417
8 H 2.883 3.271 1.098
9 H -3.305 -0.325 2.990
10 H -2.539 -1.516 2.229
11 H 5.517 -0.168 -1.424
12 H 5.523 -0.083 -0.002
13 H -1.175 -2.966 -0.632
14 H -2.430 -3.635 -1.153
15 H 0.717 -2.335 -2.348
16 H 0.932 -1.583 -1.056
17 H 0.117 -1.759 3.814
18 H -0.155 -0.254 3.697
19 H -0.595 3.072 -0.734
20 H -0.994 3.084 -2.248
21 O 0.290 0.738 0.724
22 O -3.592 2.491 -0.812
23 O -1.361 -0.543 -2.333
24 O 2.301 2.561 0.987
25 O -2.454 -0.740 2.878
26 O 5.837 -0.626 -0.634
27 O -1.457 -3.548 -1.264
28 O 0.565 -2.425 -1.329
29 O 0.290 -1.012 3.287
30 O -0.248 3.214 -1.599

=====

The most stable arrangement is P, and the next structure is 2.165 eV less stable.

=====

P | 10 unconnected molecules or ions with the total composition H20O10. Source: the Open Molecules 2025 dataset; level of theory: the ωB97M-V functional and the def2-TZVPD basis.

Summary:
SMILES string   O.O.O.O.O.O.O.O.O.O
Highest occupied orbital energy   -10.6811 eV
Lowest unoccupied orbital energy   -0.26 eV

CARTESIAN COORDINATES (ANGSTROEM)
1 O 0.732 -1.844 3.150
2 H 1.508 -1.578 2.646
3 H 0.162 -1.065 3.134
4 O -2.165 1.392 -1.942
5 H -2.894 1.933 -1.631
6 H -1.391 1.686 -1.433
7 O -0.839 -0.860 -3.133
8 H -0.680 -1.438 -2.379
9 H -1.265 -0.079 -2.749
10 O -1.760 -1.148 0.427
11 H -1.469 -0.836 1.297
12 H -2.690 -0.910 0.385
13 O 1.036 -0.359 0.126
14 H 0.232 0.120 -0.107
15 H 1.365 -0.682 -0.721
16 O -0.254 -3.001 -1.043
17 H -0.611 -2.290 -0.483
18 H 0.326 -3.497 -0.459
19 O -0.967 0.449 2.853
20 H -0.631 1.299 2.550
21 H -1.838 0.640 3.218
22 O 1.705 0.582 -2.022
23 H 1.642 0.056 -2.828
24 H 2.593 0.443 -1.680
25 O 2.678 0.874 2.071
26 H 2.008 0.648 1.405
27 H 2.234 1.412 2.730
28 O 0.136 2.617 -0.858
29 H 0.630 1.962 -1.379
30 H 0.468 3.473 -1.141

=====

Q | 10 unconnected molecules or ions with the total composition H20O10. Source: the Open Molecules 2025 dataset; level of theory: the ωB97M-V functional and the def2-TZVPD basis.

Summary:
SMILES string   O.O.O.O.O.O.O.O.O.O
Highest occupied orbital energy   -10.9003 eV
Lowest unoccupied orbital energy   -0.22 eV

CARTESIAN COORDINATES (ANGSTROEM)
1 O 1.270 0.403 -0.042
2 H 2.208 0.279 0.034
3 H 1.039 1.459 0.007
4 O 1.787 -1.022 -2.647
5 H 2.326 -1.393 -1.928
6 H 1.199 -0.368 -2.132
7 O 0.980 0.764 3.347
8 H 1.657 0.065 3.384
9 H 0.955 0.731 2.385
10 O 2.373 2.384 -3.092
11 H 2.479 1.540 -2.629
12 H 1.439 2.612 -2.866
13 O 0.951 2.998 0.040
14 H 1.550 3.346 -0.613
15 H 0.501 3.618 0.571
16 O -3.049 -2.388 -1.421
17 H -2.826 -1.619 -2.005
18 H -3.468 -1.969 -0.619
19 O 0.353 -2.868 3.285
20 H 0.271 -1.865 3.294
21 H 0.959 -3.084 2.600
22 O -0.273 -1.799 1.057
23 H -0.336 -2.639 0.660
24 H -0.701 -1.105 0.593
25 O -2.965 -0.292 0.955
26 H -3.386 -0.518 1.805
27 H -2.035 -0.536 0.994
28 O -1.371 1.129 -1.858
29 H -1.642 0.667 -1.055
30 H -2.243 1.469 -2.101

=====

The most stable arrangement is P, and the next structure is 1.692 eV less stable.

=====

P | 10 unconnected molecules or ions with the total composition H20O10. Source: the Open Molecules 2025 dataset; level of theory: the ωB97M-V functional and the def2-TZVPD basis.

Summary:
SMILES string   O.O.O.O.O.O.O.O.O.O
Highest occupied orbital energy   -10.6004 eV
Lowest unoccupied orbital energy   -0.18 eV

CARTESIAN COORDINATES (ANGSTROEM)
1 H 1.235 -0.564 0.449
2 H 0.849 0.267 -0.764
3 H 2.889 1.965 3.589
4 H 3.162 3.183 2.722
5 H -3.143 -1.827 -0.976
6 H -4.483 -1.971 -1.678
7 H 1.574 -2.674 -0.217
8 H 1.321 -3.222 1.178
9 H -0.603 -1.161 1.182
10 H 0.538 -0.867 2.141
11 H 3.307 1.767 -2.022
12 H 4.705 1.906 -1.442
13 H -1.776 1.198 -2.722
14 H -3.047 0.492 -3.162
15 H -1.150 -1.483 -3.462
16 H -2.488 -1.698 -2.773
17 H -0.293 -0.567 4.113
18 H -1.742 -0.992 3.945
19 H 0.634 3.324 0.028
20 H -0.817 2.955 0.287
21 O 0.999 -0.642 -0.483
22 O 3.271 2.226 2.744
23 O -4.028 -1.447 -1.009
24 O 1.029 -2.537 0.566
25 O -0.421 -0.817 2.063
26 O 4.237 1.635 -2.240
27 O -2.348 0.455 -2.500
28 O -1.973 -1.980 -3.537
29 O -1.192 -0.306 4.339
30 O -0.246 3.382 -0.361

=====

Q | 10 unconnected molecules or ions with the total composition H20O10. Source: the Open Molecules 2025 dataset; level of theory: the ωB97M-V functional and the def2-TZVPD basis.

Summary:
SMILES string   O.O.O.O.O.O.O.O.O.O
Highest occupied orbital energy   -9.4895 eV
Lowest unoccupied orbital energy   -0.98 eV

CARTESIAN COORDINATES (ANGSTROEM)
1 O 0.444 -0.882 -3.220
2 H 0.538 -0.049 -2.784
3 H -0.367 -1.322 -3.012
4 O 0.422 3.181 -0.696
5 H 0.935 2.670 -0.035
6 H -0.243 3.549 -0.105
7 O -0.646 1.727 -2.756
8 H -0.186 2.315 -2.186
9 H -0.887 1.093 -2.122
10 O 0.557 3.007 2.497
11 H 0.354 2.889 3.414
12 H 0.216 2.140 2.196
13 O -1.443 -2.882 -2.581
14 H -2.071 -3.347 -1.973
15 H -0.636 -2.911 -2.085
16 O 1.556 -1.619 0.928
17 H 0.686 -1.360 1.197
18 H 1.516 -2.555 1.040
19 O 1.973 1.356 0.582
20 H 2.544 1.650 1.308
21 H 1.932 0.442 0.724
22 O -0.257 0.072 2.346
23 H -0.976 -0.480 2.509
24 H 0.239 0.154 3.212
25 O -1.234 -2.703 0.511
26 H -1.973 -2.740 1.104
27 H -0.679 -3.450 0.737
28 O -0.859 0.159 -0.592
29 H -0.645 0.637 0.188
30 H -0.809 -0.740 -0.345

=====

The most stable arrangement is Q, and the next structure is 1.112 eV less stable.

=====

P | A molecular structure, H20O10. Source: the Open Molecules 2025 dataset; level of theory: the ωB97M-V functional and the def2-TZVPD basis.

Summary:
Highest occupied orbital energy   -8.8132 eV
Lowest unoccupied orbital energy   -1.58 eV

CARTESIAN COORDINATES (ANGSTROEM)
1 H 1.603 3.139 -1.472
2 H 1.025 1.459 -0.755
3 H 3.007 -0.044 -1.437
4 H 3.081 -0.661 -0.140
5 H -1.721 2.464 -1.467
6 H -1.197 0.817 -1.673
7 H 0.741 -0.969 -0.986
8 H 1.127 -2.684 -1.423
9 H 1.043 -1.680 1.294
10 H 1.856 -0.730 2.900
11 H -1.490 -2.321 1.406
12 H -0.374 -1.966 0.167
13 H -0.844 1.564 -0.098
14 H -0.744 2.050 1.944
15 H -3.573 -1.306 1.043
16 H -2.758 0.231 1.249
17 H -1.797 -1.287 -2.077
18 H -2.550 -0.248 -0.773
19 H 1.192 0.413 1.293
20 H 1.779 1.929 1.383
21 O 2.036 1.953 -0.788
22 O 3.316 -0.918 -1.262
23 O -0.767 1.669 -1.241
24 O 0.187 -1.619 -1.354
25 O 1.908 -1.153 1.268
26 O -0.411 -2.394 1.186
27 O -1.480 1.860 1.119
28 O -2.877 -0.558 0.574
29 O -2.396 -0.395 -1.818
30 O 1.077 1.387 1.938

=====

Q | 10 unconnected molecules or ions with the total composition H20O10. Source: the Open Molecules 2025 dataset; level of theory: the ωB97M-V functional and the def2-TZVPD basis.

Summary:
SMILES string   O.O.O.O.O.O.O.O.O.O
Highest occupied orbital energy   -10.9351 eV
Lowest unoccupied orbital energy   -0.06 eV

CARTESIAN COORDINATES (ANGSTROEM)
1 O 1.047 -3.284 -0.605
2 H 1.927 -3.656 -0.713
3 H 0.476 -3.815 -1.170
4 O -2.816 -1.075 0.785
5 H -3.658 -0.705 0.466
6 H -3.299 -1.693 1.368
7 O 3.360 2.684 -0.060
8 H 3.387 2.768 -1.016
9 H 3.465 1.753 0.146
10 O -0.756 -2.694 -3.189
11 H -1.228 -2.135 -2.542
12 H -0.024 -2.783 -2.554
13 O 1.049 -0.065 -3.407
14 H 0.467 -0.131 -4.163
15 H 0.952 -0.810 -2.813
16 O -1.316 1.518 0.529
17 H -0.484 1.618 1.028
18 H -1.862 1.927 1.221
19 O 1.911 -0.956 2.171
20 H 2.624 -0.529 2.640
21 H 1.020 -0.623 2.159
22 O -2.059 0.127 3.677
23 H -1.596 -0.668 3.357
24 H -2.653 0.108 2.900
25 O 1.714 2.944 2.274
26 H 1.212 2.703 3.051
27 H 1.551 3.791 1.842
28 O -2.012 0.905 -2.349
29 H -2.191 0.941 -1.399
30 H -1.049 0.993 -2.309

=====

R | 10 unconnected molecules or ions with the total composition H20O10. Source: the Open Molecules 2025 dataset; level of theory: the ωB97M-V functional and the def2-TZVPD basis.

Summary:
SMILES string   O.O.O.O.O.O.O.O.O.O
Highest occupied orbital energy   -10.0813 eV
Lowest unoccupied orbital energy   0.22 eV

CARTESIAN COORDINATES (ANGSTROEM)
1 H 0.394 0.636 -1.290
2 H -1.090 0.309 -1.234
3 H -2.348 -0.498 -2.584
4 H -2.398 -1.887 -3.198
5 H 1.342 -1.200 3.032
6 H 1.639 -0.742 1.613
7 H -5.515 1.201 1.649
8 H -4.158 0.551 1.433
9 H 3.320 1.419 -0.259
10 H 3.081 0.633 -1.537
11 H 4.673 -1.044 0.114
12 H 3.404 -1.184 0.939
13 H -2.320 -1.246 -0.269
14 H -3.506 -0.303 -0.393
15 H 1.892 4.085 -1.852
16 H 1.862 4.725 -0.474
17 H 0.396 -2.174 -0.998
18 H -0.053 -3.508 -1.572
19 H -0.186 0.721 3.281
20 H -1.347 -0.243 3.105
21 O -0.439 0.944 -0.915
22 O -2.216 -1.429 -2.370
23 O 2.041 -1.187 2.367
24 O -4.639 1.374 1.286
25 O 2.819 0.675 -0.611
26 O 3.967 -1.666 0.322
27 O -2.542 -0.317 -0.400
28 O 2.372 4.113 -1.016
29 O 0.325 -3.110 -0.779
30 O -0.771 0.350 2.611

=====

The most stable arrangement is R, and the next structure is 0.083 eV less stable.